DFT (ωB97M-V/def2-TZVPD) results for a cluster of 8 separate species, C33H85ClN7O17 in total.

Geometry as XYZ:
```
143
Properties=species:S:1:pos:R:3:forces:R:3
Cl 1.22088 0.47240 0.13461 0.5 -1.4 -2.3
O 1.04813 1.00040 1.42200 0.3 0.7 1.8
O 2.42647 0.94098 -0.53426 -0.1 0.9 0.1
O 1.37909 -0.97016 0.16683 -0.9 0.3 0.1
O 0.06203 0.88142 -0.66048 0.2 -0.4 -0.3
C 3.39806 -2.84086 -2.99095 -1.0 -0.2 0.3
O 2.79160 -3.85744 -2.79447 -1.0 -1.3 0.5
N 4.49972 -2.74561 -3.67703 4.2 -1.4 -2.8
N 3.11097 -1.61039 -2.61892 -2.1 3.3 1.1
H 4.88765 -1.84582 -3.92193 0.2 -0.7 -0.1
H 4.95188 -3.60286 -3.96127 0.0 0.4 -0.1
H 2.23489 -1.32817 -2.20307 0.3 -0.2 0.6
H 3.77365 -0.90830 -2.91561 -0.7 0.2 0.7
C 0.14194 -0.84027 4.85057 0.0 0.4 -0.5
O -1.24224 -0.61152 5.00243 0.3 0.5 0.6
C -1.53435 -0.02336 6.27626 -1.7 -1.0 -0.3
C -3.08857 0.13702 6.20551 0.8 0.2 0.7
N -3.47642 1.01780 5.12479 -1.0 0.0 -0.8
C -3.21073 2.43572 5.28527 0.2 0.0 0.1
C -3.45657 3.24281 3.94232 1.6 -1.1 1.3
O -2.69076 2.67835 2.85721 -1.9 0.2 0.0
C -1.35247 3.02299 2.75628 1.0 0.1 0.0
H 0.37584 -1.07394 3.81193 -0.3 -0.2 0.0
H 0.46104 -1.65970 5.49464 0.3 0.1 0.2
H 0.66257 0.09895 5.03741 0.4 -0.1 0.4
H -1.00938 0.90372 6.50653 0.2 0.3 -0.6
H -1.25882 -0.69666 7.08796 0.0 -0.4 0.1
H -3.52551 0.42073 7.16295 0.2 0.7 0.1
H -3.55096 -0.84166 6.07720 0.3 -0.2 -0.5
H -2.86282 0.78614 4.35672 -0.2 -0.6 -0.5
H -2.19518 2.43263 5.68118 0.6 1.2 -0.4
H -3.78597 2.87540 6.10006 -0.5 0.0 -0.1
H -3.15394 4.27495 4.11898 0.1 0.2 -0.1
H -4.52162 3.23900 3.71048 0.2 -0.4 -0.3
H -0.92102 2.68505 1.81408 -0.4 -0.5 -0.1
H -0.77088 2.54532 3.54475 0.2 0.1 0.2
H -1.15153 4.09381 2.72349 -0.3 0.4 0.5
C 6.48380 -5.18564 0.73984 1.2 0.4 0.3
O 6.14828 -3.77726 0.90185 0.1 -2.0 -1.2
C 6.29298 -2.95932 -0.28234 -1.6 0.9 1.5
C 5.42356 -1.69896 0.13959 1.6 -1.5 -0.5
N 5.94048 -1.13763 1.42637 -0.9 0.3 -1.4
C 4.87394 -0.34595 2.08763 0.2 -1.1 -0.4
C 3.84810 -1.34395 2.68829 -0.5 0.7 -0.1
O 4.52004 -2.32115 3.44800 0.1 -0.7 1.3
C 3.62372 -2.95764 4.39590 1.1 1.4 0.0
H 6.10139 -5.74198 -0.11594 -0.3 0.8 -0.6
H 6.24022 -5.86663 1.55533 -0.7 0.9 0.7
H 7.57150 -5.25528 0.75267 0.3 0.0 -0.5
H 5.85614 -3.36622 -1.19431 -0.5 -0.6 0.2
H 7.31148 -2.73292 -0.59780 0.4 0.1 0.8
H 4.41020 -2.09169 0.22303 -0.2 0.1 0.0
H 5.45813 -1.09971 -0.77025 0.0 1.0 0.4
H 5.92497 -1.96772 2.00154 0.8 -0.3 0.2
H 4.47570 0.40140 1.40136 -0.6 -0.4 -0.2
H 5.31256 0.27804 2.86632 0.1 -0.4 0.4
H 3.24906 -1.98701 2.04353 -0.2 0.9 -1.0
H 3.16078 -0.72893 3.26919 -0.3 -0.1 0.5
H 3.59132 -2.26549 5.23731 -0.4 0.0 0.3
H 4.06371 -3.87382 4.78975 -0.1 -0.1 -0.5
H 2.61371 -3.06243 3.99966 0.1 -0.4 -0.2
C -6.85342 1.17064 -2.11665 -1.2 -0.8 -1.4
O -5.51106 1.32151 -1.89054 1.0 0.1 0.8
C -5.19937 2.24491 -0.88116 1.3 0.5 0.6
C -3.69530 2.18772 -0.49038 -2.1 0.7 -1.0
N -2.87310 2.30141 -1.68626 0.5 -0.9 0.3
C -2.97125 3.51273 -2.50505 0.7 -0.7 1.3
C -2.63394 4.80497 -1.74643 -0.9 0.2 -0.1
O -2.47774 5.75050 -2.75058 0.0 1.6 -0.9
C -1.87795 7.03283 -2.39178 -0.3 -2.4 -0.6
H -7.42350 0.72957 -1.29899 0.1 0.2 0.4
H -6.94813 0.48795 -2.96108 0.1 -0.4 0.1
H -7.36414 2.04556 -2.51887 0.0 0.7 0.5
H -5.76270 2.17608 0.04944 -0.4 -0.7 0.0
H -5.40208 3.26620 -1.20362 -0.1 0.3 -0.5
H -3.46164 1.28605 0.07575 0.1 0.0 -0.2
H -3.58856 3.04376 0.17589 0.2 0.1 0.4
H -1.96575 2.10380 -1.28906 0.7 0.3 -0.8
H -3.94795 3.51201 -2.98894 -0.2 0.4 0.4
H -2.28958 3.45743 -3.35379 0.3 -0.2 0.1
H -1.78541 4.80909 -1.06226 0.7 -0.7 -0.2
H -3.44609 5.08128 -1.07399 -0.5 0.1 0.1
H -2.34490 7.39180 -1.47461 0.2 0.4 -0.1
H -2.00050 7.64410 -3.28588 -0.2 0.3 0.4
H -0.82287 6.77596 -2.29730 0.2 0.6 0.5
C 3.90597 2.91033 -4.18688 0.1 -0.4 0.6
O 2.58428 2.72222 -4.62572 -0.1 0.4 -1.2
C 1.72504 2.42463 -3.57797 0.3 -0.7 -0.6
C 0.33875 2.11575 -4.19880 -1.5 -0.2 1.4
N 0.15873 0.89976 -4.99265 2.8 0.2 2.2
C 0.44644 -0.39497 -4.33658 -1.1 -0.4 -1.4
C 0.32892 -1.54851 -5.33436 -0.2 -0.3 -0.2
O 1.07133 -1.25629 -6.49041 1.1 1.3 0.4
C 1.07475 -2.24552 -7.49463 -0.9 -0.1 0.1
H 4.13312 2.06136 -3.54210 0.4 0.0 0.3
H 3.96496 3.81840 -3.58685 0.3 0.1 -0.1
H 4.61344 2.89464 -5.01594 -0.3 0.3 -0.1
H 1.56158 3.24819 -2.88289 -0.1 0.3 0.0
H 2.18777 1.62706 -2.99670 -0.6 -0.5 0.3
H -0.03168 3.02712 -4.66815 0.2 -0.3 -0.7
H -0.28238 1.98134 -3.31324 -0.2 -0.1 0.2
H 0.63965 0.95117 -5.87931 -0.4 -0.2 -1.0
H -0.15405 -0.62292 -3.45592 -0.3 0.6 0.1
H 1.47871 -0.41476 -3.98713 0.5 0.6 0.0
H -0.69915 -1.75119 -5.63452 -0.4 0.1 0.2
H 0.68128 -2.44282 -4.82039 0.2 -0.2 0.1
H 0.02574 -2.35796 -7.76854 -0.1 -0.7 -0.2
H 1.52037 -3.16723 -7.12050 -0.1 -0.1 -0.1
H 1.58717 -1.91240 -8.39716 0.2 0.3 0.4
C -5.15306 -5.41218 2.16275 2.0 -0.7 -1.2
O -4.80686 -4.57426 1.05212 -2.0 0.7 0.1
C -5.91064 -3.77502 0.64631 -0.4 0.8 -0.3
C -5.65347 -2.83466 -0.56126 0.6 -1.4 0.6
N -4.25357 -2.47502 -0.62158 -0.1 1.2 -0.9
C -3.76547 -2.09664 -1.94904 1.5 0.6 -0.3
C -2.18793 -2.12952 -1.94804 -1.6 -1.9 0.9
O -1.84335 -3.40096 -1.35926 0.6 0.1 -0.8
C -0.52650 -3.81850 -1.70952 0.1 1.1 0.2
H -4.18747 -5.91220 2.23838 0.0 -0.2 0.9
H -5.81033 -6.23775 1.88976 -0.7 0.3 0.0
H -5.40899 -4.92614 3.10422 -0.2 0.3 -0.2
H -6.29033 -3.13087 1.43940 0.4 0.0 0.7
H -6.80271 -4.31818 0.33441 0.0 -0.9 0.2
H -6.28651 -1.96526 -0.38380 -0.4 0.0 -0.5
H -5.93891 -3.39368 -1.45240 0.0 0.3 -0.2
H -4.24301 -1.56812 -0.17715 0.5 0.0 0.8
H -4.04933 -1.08448 -2.23720 -0.1 0.5 0.1
H -4.13964 -2.66699 -2.79922 0.0 -0.8 0.4
H -1.73757 -1.34563 -1.33912 0.0 0.4 -0.2
H -1.87962 -2.12459 -2.99352 0.4 0.3 -0.2
H 0.23622 -3.16082 -1.29260 0.1 0.2 0.5
H -0.35585 -3.69454 -2.77892 -0.2 -0.6 -0.5
H -0.29450 -4.82432 -1.35938 -0.5 0.0 -0.2
C 4.50684 3.14008 3.43523 -0.4 -0.5 -1.1
C 3.19524 2.54851 3.96233 0.8 -0.2 0.5
O 3.41475 2.06432 5.28822 -0.3 -0.2 0.3
O 4.60925 4.48434 3.82348 0.1 0.8 0.9
H 4.59117 3.19693 2.34999 -0.5 -0.8 -0.4
H 5.36395 2.56268 3.78174 -0.1 -0.3 0.3
H 2.82092 1.66373 3.44740 0.3 0.2 -0.5
H 2.40834 3.30192 3.92661 0.0 0.2 0.0
H 3.55238 2.78470 5.90767 0.0 0.2 -0.2
H 5.45017 4.77640 3.46410 0.0 0.4 0.2
```
Positions in Å, forces in eV/Å.

## Properties
Frontier orbital gap (spin up / spin down), eV: 7.90 / 3.17
Multiplicity: 2
Net charge: 0

These are the Löwdin partial charges, in e, on atoms 1 to 5:
1. Cl 0.624
2. O -0.329
3. O -0.396
4. O -0.363
5. O -0.397